1.
4 unconnected molecules or ions with the total composition C51H91N3OS3 at a distorted geometry. Source: the OMol25 dataset; level of theory: wB97M-V/def2-TZVPD.

Results
SMILES	CCCCCCCCCCCCc1ccc2c(c1CN)Sc1cc(CCCSC(=S)N3CCOCC3)ccc1N2.CCCCCC.CCCCCC.CCCCCC
HOMO-LUMO gap	6.5	eV
E_LUMO	-0.0234	Ha

Last column: Löwdin charge in e.
CARTESIAN COORDINATES (ANGSTROEM)
1 C 1.37591 5.44736 0.27679  -0.1529
2 C 1.67802 6.38478 1.61518  -0.2657
3 C 3.31547 6.47930 1.94260  -0.2121
4 C 3.60061 7.40450 3.28866  -0.2238
5 C 4.42102 6.60856 4.46654  -0.2217
6 C 3.65281 5.28557 5.06218  -0.2130
7 C 2.07823 5.51884 5.45693  -0.2084
8 C 1.94078 6.11468 6.98985  -0.2126
9 C 0.42588 6.76496 7.25913  -0.2019
10 C -0.63426 5.52563 7.43950  -0.2212
11 C -1.56087 5.24322 6.08678  -0.1888
12 C -2.64549 4.03452 6.49120  -0.1839
13 C -2.82580 2.95391 5.25055  -0.0981
14 C -4.31135 2.89004 4.49976  -0.0314
15 C -4.52816 1.86160 3.23213  -0.0116
16 C -3.32902 0.85321 2.64365  -0.1601
17 C -1.89181 0.94148 3.41667  -0.3314
18 C -1.59704 1.95460 4.71309  -0.0678
19 C -0.13170 2.03873 5.47962  -0.2662
20 N 0.30615 0.68658 6.03623  -0.0557
21 S -0.45710 -0.12766 2.84653  0.8184
22 C -1.25769 -1.37626 1.69787  -0.3881
23 C -0.38117 -2.70899 1.23562  -0.0183
24 C -0.97900 -3.86604 0.18709  -0.1314
25 C 0.00849 -5.10897 -0.23211  -0.1979
26 C -0.74871 -6.37224 -0.96117  -0.2388
27 C 0.31742 -6.95822 -2.10812  -0.4767
28 S -0.18062 -6.21371 -3.76942  0.7419
29 C -0.21817 -7.71506 -4.93214  -0.9625
30 S -1.43090 -8.87685 -4.66553  0.6096
31 N 0.86486 -7.76860 -5.98946  -0.2082
32 C 1.10348 -9.18658 -6.46101  -0.1896
33 C 2.33473 -9.20521 -7.57712  -0.1665
34 O 2.60381 -7.85759 -8.10242  -0.2024
35 C 1.32988 -7.18825 -8.49222  -0.1543
36 C 0.50765 -6.82568 -7.11875  -0.1708
37 C -2.52155 -3.63528 -0.32333  -0.0313
38 C -3.39061 -2.31077 0.14714  -0.0060
39 C -2.78580 -1.13380 1.17161  -0.1626
40 N -3.69983 0.02290 1.44978  -0.0377
41 H 1.87986 4.38507 0.43643  0.0798
42 H 0.19455 5.31085 0.18200  0.0800
43 H 1.77901 6.00130 -0.68554  0.0782
44 H 1.30448 7.47720 1.39701  0.1057
45 H 1.10110 6.00403 2.58041  0.0942
46 H 3.72791 5.38634 2.04181  0.1033
47 H 3.83225 7.01076 1.03128  0.1077
48 H 2.56257 7.85534 3.63767  0.1039
49 H 4.28491 8.31422 2.95564  0.1101
50 H 4.67183 7.37518 5.33766  0.1100
51 H 5.45403 6.25874 3.99844  0.1174
52 H 4.21809 4.94156 6.03578  0.1125
53 H 3.74828 4.40729 4.27923  0.1050
54 H 1.51800 4.48373 5.42021  0.0837
55 H 1.50180 6.24233 4.71978  0.0906
56 H 2.17701 5.26673 7.79282  0.1176
57 H 2.76860 6.94876 7.17952  0.1119
58 H 0.50037 7.33310 8.28555  0.1065
59 H 0.09426 7.47792 6.37815  0.1155
60 H -0.03538 4.54940 7.72386  0.0969
61 H -1.41892 5.72091 8.31290  0.1202
62 H -0.90438 4.84014 5.20004  0.0990
63 H -2.16855 6.19450 5.74712  0.0975
64 H -2.21160 3.43653 7.39862  0.1090
65 H -3.71774 4.48239 6.69650  0.1112
66 H -5.19435 3.59715 4.85183  0.0865
67 H -5.57000 1.85846 2.69825  0.0799
68 H -0.14406 2.79881 6.39215  0.0972
69 H 0.73035 2.43014 4.75900  0.1152
70 H 1.02470 0.31078 5.35319  0.0483
71 H 0.87242 0.93266 6.89991  0.0739
72 H 0.70821 -2.88170 1.63916  0.0823
73 H 0.56374 -5.45965 0.73718  0.1116
74 H 0.85479 -4.68550 -0.95983  0.1211
75 H -0.97833 -7.28152 -0.22473  0.1261
76 H -1.72641 -6.09121 -1.54422  0.0786
77 H 0.31777 -8.15088 -2.11417  0.0957
78 H 1.42015 -6.59713 -1.88372  0.0730
79 H 0.14443 -9.59817 -6.99248  0.1085
80 H 1.46781 -9.84543 -5.55641  0.1355
81 H 2.01652 -9.96003 -8.41590  0.1258
82 H 3.30144 -9.63684 -7.07362  0.1324
83 H 1.60209 -6.18994 -9.03926  0.1334
84 H 0.65620 -7.91317 -9.14477  0.1356
85 H -0.65926 -6.89282 -7.32346  0.1302
86 H 0.71508 -5.68952 -6.82195  0.1383
87 H -3.02524 -4.40115 -1.07778  0.0832
88 H -4.48932 -2.22032 -0.30081  0.0913
89 H -3.95282 0.58046 0.60506  0.1318
90 C 6.19196 -3.69253 1.93148  -0.1147
91 C 5.32287 -4.17826 0.78156  -0.2709
92 C 3.93490 -4.64556 1.22590  -0.2327
93 C 3.91826 -5.84584 2.17931  -0.2255
94 C 4.60709 -7.10865 1.65525  -0.2710
95 C 3.95447 -7.67705 0.40533  -0.1172
96 H 6.39641 -4.49246 2.64896  0.0665
97 H 7.15352 -3.33481 1.55072  0.0707
98 H 5.70945 -2.86601 2.46273  0.0757
99 H 5.84143 -4.97672 0.24055  0.0999
100 H 5.19892 -3.35459 0.06822  0.1066
101 H 3.34183 -4.88107 0.33424  0.0880
102 H 3.41935 -3.80992 1.71631  0.1030
103 H 2.87440 -6.08439 2.41636  0.1035
104 H 4.38436 -5.56192 3.13038  0.1024
105 H 4.57413 -7.87320 2.44211  0.1066
106 H 5.66784 -6.91561 1.46093  0.1002
107 H 2.90185 -7.91522 0.58819  0.0714
108 H 4.45975 -8.60077 0.10438  0.0718
109 H 4.01094 -6.97760 -0.43387  0.0638
110 C -0.42980 -4.75939 -15.04994  -0.1162
111 C 0.10204 -4.11114 -13.78089  -0.2743
112 C 0.67624 -5.11729 -12.78080  -0.2283
113 C -0.32220 -6.14272 -12.23167  -0.2261
114 C -1.54959 -5.55276 -11.53219  -0.2660
115 C -1.20557 -4.73896 -10.29499  -0.1048
116 H -1.26525 -5.43335 -14.83951  0.0661
117 H -0.78927 -3.99159 -15.74191  0.0703
118 H 0.35610 -5.32957 -15.55533  0.0759
119 H -0.68843 -3.51446 -13.31371  0.0989
120 H 0.89558 -3.40651 -14.05739  0.1054
121 H 1.12644 -4.56545 -11.94712  0.0995
122 H 1.50034 -5.66202 -13.25906  0.1106
123 H 0.20624 -6.79681 -11.52763  0.0932
124 H -0.66245 -6.79238 -13.04689  0.1026
125 H -2.20775 -6.37842 -11.23239  0.1064
126 H -2.12969 -4.93670 -12.22801  0.1000
127 H -0.65919 -5.34700 -9.56702  0.0471
128 H -2.12182 -4.38199 -9.81312  0.0750
129 H -0.59682 -3.86448 -10.54276  0.0713
130 C -5.69367 11.46907 6.06741  -0.1163
131 C -5.95858 10.01012 6.40629  -0.2745
132 C -4.69251 9.15034 6.41609  -0.2291
133 C -3.95632 9.04720 5.07545  -0.2266
134 C -4.78871 8.50465 3.91074  -0.2683
135 C -5.27167 7.07944 4.12709  -0.1158
136 H -5.28643 11.58174 5.05848  0.0662
137 H -6.62542 12.04103 6.11473  0.0701
138 H -4.98787 11.91223 6.77708  0.0757
139 H -6.69617 9.59879 5.70923  0.0989
140 H -6.41700 9.96265 7.40142  0.1051
141 H -4.95406 8.14457 6.76574  0.0988
142 H -3.99503 9.55436 7.16101  0.1097
143 H -3.07785 8.40504 5.21213  0.0906
144 H -3.56630 10.03358 4.79734  0.1022
145 H -4.17148 8.52783 3.00340  0.1072
146 H -5.64611 9.15759 3.71387  0.0998
147 H -4.42759 6.40098 4.28646  0.0598
148 H -5.82032 6.73063 3.24592  0.0732
149 H -5.94259 7.00630 4.98802  0.0675

=====

2.
A molecular structure, C7H7CoO6 at a distorted geometry. Source: the OMol25 dataset; level of theory: wB97M-V/def2-TZVPD.

Results
multiplicity	4
charge	+1
HOMO-LUMO gap (alpha / beta)	7.9 / 6.3	eV
E_LUMO (alpha / beta)	-0.1700 / -0.2826	Ha

Last column: Mulliken spin population.
CARTESIAN COORDINATES (ANGSTROEM)
1 O 0.79088 0.88039 -4.79139  -0.0030
2 C 0.38735 0.27978 -3.85702  0.0342
3 Co -0.87597 -1.18974 -1.23774  1.8899
4 O -1.46812 1.46451 -2.42383  0.0327
5 C -1.27020 0.38207 -2.04013  0.0389
6 C -1.98704 -0.94183 0.17430  0.0408
7 O -2.54374 -0.67897 1.17863  0.0283
8 C 0.66082 -1.78687 -0.37759  0.3787
9 O 1.17996 -2.16367 0.61063  0.3448
10 C -1.48168 -2.59712 -2.07734  -0.0283
11 O -1.91265 -3.56497 -2.61087  0.0391
12 H 0.76692 -1.50736 -1.62082  0.1682
13 C 1.77167 1.25637 2.53416  0.0014
14 C 0.33028 1.13909 2.15200  0.0002
15 O 0.20232 1.38594 0.75212  0.0346
16 H 2.39009 0.50640 2.03355  0.0001
17 H 1.91519 1.07169 3.59995  0.0000
18 H 2.15010 2.25334 2.33908  -0.0004
19 H -0.07852 0.12998 2.33415  0.0005
20 H -0.23997 1.90040 2.72366  0.0014
21 H -0.68770 1.78058 0.60447  -0.0021